Record 1
{
  "formula": "C22H34NO3P3Pt",
  "method": "ωB97M-V with the def2-TZVPD basis set",
  "total_charge": 2,
  "molar_mass_da": 648.5,
  "s_squared": 6.03,
  "fmax_ha_per_bohr": 0.0728,
  "e_tot_ha": -2281.884460,
  "multiplicity": 5,
  "species": ["C", "C", "C", "C", "C", "C", "C", "C", "C", "C", "C", "C", "C", "H", "H", "H", "H", "H", "H", "H", "N", "Pt", "C", "H", "H", "C", "H", "H", "P", "P", "C", "H", "H", "H", "C", "H", "H", "H", "C", "H", "H", "H", "C", "H", "H", "H", "H", "H", "C", "O", "P", "O", "C", "O", "C", "H", "H", "H", "H", "H", "H", "H", "H", "H"],
  "positions_angstrom": [[3.4328, -2.3255, -2.8591], [2.3293, -1.4743, -2.7406], [1.0561, -2.0652, -2.6044], [0.9322, -3.4274, -2.2740], [2.0614, -4.2569, -2.3468], [3.3042, -3.7050, -2.6719], [-0.4295, -3.8303, -1.7041], [-1.4825, -3.2676, -2.6323], [-1.2782, -1.9462, -3.0338], [-2.3207, -1.2028, -3.6270], [-3.5192, -1.8482, -3.9269], [-3.7224, -3.1775, -3.5512], [-2.7055, -3.8909, -2.9075], [4.4098, -1.8851, -3.0563], [1.9596, -5.3333, -2.1460], [4.1929, -4.3405, -2.7741], [-0.5108, -4.9007, -1.5260], [-4.3276, -1.2806, -4.3922], [-4.6806, -3.6434, -3.7428], [-2.8549, -4.9299, -2.6036], [-0.1297, -1.2726, -2.5026], [-0.3938, -0.1289, -0.8719], [2.4385, 0.0253, -2.5700], [1.6777, 0.5497, -3.1668], [3.4391, 0.3815, -2.8396], [-2.1102, 0.2921, -3.6789], [-1.1853, 0.5716, -4.1989], [-2.9773, 0.7900, -4.1137], [2.1796, 0.4711, -0.8353], [-2.0223, 0.9509, -2.0080], [-3.6610, 0.8450, -1.3302], [-3.7191, 1.4838, -0.4446], [-4.3109, 1.2099, -2.1336], [-3.9245, -0.1843, -1.0624], [-1.4809, 2.6440, -2.0815], [-2.3491, 3.1744, -2.4763], [-1.2278, 2.9920, -1.0748], [-0.6276, 2.7156, -2.7615], [3.6505, -0.0071, 0.0870], [4.5273, 0.4995, -0.3437], [3.5379, 0.2948, 1.1383], [3.7998, -1.0942, 0.0340], [1.8246, 2.1935, -0.6147], [1.4458, 2.3546, 0.4032], [2.7652, 2.7531, -0.7545], [1.0797, 2.5331, -1.3422], [-0.5558, -3.5292, -0.7166], [1.1521, -0.4646, -0.1734], [-3.0567, 1.4732, 2.5481], [-2.2102, 1.2907, 1.4006], [-0.9969, 0.2095, 1.2834], [0.2617, 0.8690, 2.0979], [0.1217, 1.4708, 3.4048], [-1.4790, -0.9901, 2.2640], [-0.5903, -1.8535, 3.0588], [-4.0493, 1.6994, 2.1626], [-2.6685, 2.3126, 3.1263], [-3.1139, 0.5793, 3.1861], [0.0278, 2.5580, 3.3021], [-0.7338, 1.0772, 3.9728], [1.0472, 1.2273, 3.9348], [-0.7982, -1.6868, 4.1200], [0.4715, -1.6523, 2.8462], [-0.8500, -2.8896, 2.8201]],
  "forces_ev_per_angstrom": [[0.3, 0.9, 0.0], [0.3, 0.8, 0.4], [-2.1, 0.9, 0.9], [-0.7, -1.4, 0.1], [-0.4, -0.8, 0.3], [-0.1, -0.4, -0.2], [0.8, -1.2, -2.6], [0.1, -1.8, 0.6], [1.2, 1.0, 1.6], [0.0, 1.2, 0.1], [-0.2, 1.1, -0.3], [0.2, -0.2, -0.2], [0.7, -0.9, 0.5], [-0.2, -0.2, 0.0], [0.1, 0.6, -0.1], [-0.5, 0.3, 0.1], [0.0, -0.3, -0.8], [0.2, -0.2, 0.1], [0.0, 0.0, 0.0], [0.0, 0.4, -0.1], [1.3, -2.4, -2.6], [-0.7, -0.4, 1.7], [0.1, -0.3, -0.7], [0.3, 0.0, 0.1], [-0.1, 0.0, -0.1], [-0.5, -0.1, -0.6], [-0.3, 0.0, -0.1], [0.1, 0.0, -0.5], [0.0, -0.3, -0.1], [0.9, -0.6, 0.8], [-0.5, 0.3, -0.2], [-0.1, -0.1, -0.2], [-0.4, 0.0, 0.4], [0.1, 0.2, -0.1], [-0.8, 0.5, -0.3], [0.3, 0.7, -0.1], [-0.1, 0.0, -0.3], [-0.2, 0.1, 0.1], [0.2, 0.1, 0.1], [-0.2, -0.1, 0.2], [0.0, -0.1, -0.3], [-0.1, 0.3, 0.0], [0.6, 0.9, 0.1], [0.1, 0.0, -0.2], [-0.3, 0.0, 0.1], [0.3, -0.2, 0.2], [-0.2, 1.6, 2.1], [0.4, -0.4, 0.2], [-0.2, 0.0, 0.5], [1.1, -1.4, -0.3], [-0.1, 0.8, 1.8], [-0.7, -0.3, -0.7], [0.2, 0.0, 0.3], [0.4, 0.5, -0.3], [-0.2, 0.1, -0.3], [0.0, 0.1, 0.1], [-0.2, 0.0, 0.0], [0.1, 0.2, -0.4], [0.0, -0.3, 0.0], [0.3, 0.0, -0.3], [-0.3, 0.1, 0.0], [0.0, 0.2, -0.3], [-0.5, 0.0, 0.0], [0.1, 0.3, -0.1]],
  "lowdin_spin": [0.1600, 0.1314, 0.2166, 0.2042, 0.1131, 0.2163, 0.0488, 0.1883, 0.2928, 0.1559, 0.1656, 0.2778, 0.1499, 0.0065, 0.0065, 0.0070, 0.0047, 0.0061, 0.0100, 0.0088, 0.4335, 0.4146, 0.0330, 0.0046, 0.0050, 0.0370, 0.0065, 0.0042, 0.1524, 0.1403, 0.0074, 0.0001, 0.0025, 0.0018, 0.0410, 0.0075, 0.0030, 0.0010, 0.0161, 0.0055, 0.0003, 0.0015, 0.0348, 0.0028, 0.0081, 0.0014, 0.0225, 0.0687, 0.0011, 0.0073, 0.0886, 0.0172, 0.0028, 0.0449, 0.0053, 0.0001, 0.0000, 0.0004, 0.0004, 0.0003, 0.0003, 0.0005, 0.0024, 0.0011]
}


Record 2
{
  "formula": "C23H22ClFINO5P2Ti",
  "method": "ωB97M-V with the def2-TZVPD basis set",
  "total_charge": 2,
  "molar_mass_da": 683.6,
  "fmax_ha_per_bohr": 0.0893,
  "e_tot_ha": -3709.475298,
  "species": ["C", "C", "C", "C", "C", "C", "C", "P", "P", "O", "O", "O", "C", "C", "C", "C", "Cl", "C", "O", "C", "C", "C", "C", "F", "C", "C", "C", "C", "N", "C", "I", "C", "C", "O", "H", "H", "H", "H", "H", "H", "H", "H", "H", "H", "H", "H", "H", "H", "H", "H", "H", "H", "H", "H", "H", "H", "Ti"],
  "positions_angstrom": [[-8.0947, -1.4888, 1.3722], [-6.9577, -1.6646, 0.9465], [-5.4801, -1.8550, 0.4136], [-4.5552, -2.5759, 1.4977], [-3.2355, -3.2560, 0.8347], [-2.1029, -2.1531, 0.9241], [-1.4829, -1.9028, 2.3124], [-1.9956, -2.8478, 3.8672], [-1.1634, -4.8640, 3.8573], [-2.0571, -5.8785, 4.5084], [0.2693, -4.8427, 4.7562], [-0.7703, -5.3598, 2.2749], [-0.4320, -0.8002, 2.3664], [-0.0187, -0.0058, 1.1518], [-0.6236, -0.2780, -0.2172], [-1.6614, -1.3575, -0.3031], [-2.4537, -1.7591, -1.8622], [-0.1355, 0.6155, -1.3981], [-0.8313, 0.7710, -2.3891], [1.2750, 1.3489, -1.2374], [2.0489, 1.8218, -2.4504], [1.5378, 1.6230, -3.9846], [1.3092, 0.0725, -4.4196], [0.4082, 2.4389, -4.2575], [3.4500, 2.6048, -2.2779], [4.0194, 2.9020, -0.9295], [5.3613, 3.7110, -0.8531], [4.9427, 5.2721, -0.6516], [3.4338, 5.3834, -0.6868], [3.2194, 2.3770, 0.2821], [4.1218, 2.7748, 2.2157], [1.8848, 1.6306, 0.1520], [1.0538, 1.1435, 1.3923], [1.1207, 1.5909, 2.5237], [-9.0750, -1.4462, 1.9244], [-5.5894, -2.4478, -0.5527], [-5.1252, -0.7991, 0.1609], [-5.2025, -3.3183, 2.0473], [-4.1688, -1.7446, 2.1751], [-3.4994, -3.5523, -0.2206], [-3.0135, -4.1837, 1.4376], [-3.4165, -3.0571, 3.8635], [0.9911, -4.9547, 4.0970], [-0.2138, -4.6175, 1.9338], [0.0187, -0.5694, 3.3801], [2.3693, 2.0377, -4.7076], [2.0228, -0.1679, -5.2961], [0.2512, -0.0432, -4.8054], [1.5474, -0.6802, -3.6046], [4.0217, 2.9783, -3.2314], [6.0154, 3.4532, 0.0327], [5.9345, 3.6826, -1.8402], [5.3474, 5.6604, 0.3390], [5.3502, 5.9401, -1.4686], [3.2255, 6.1412, -0.0170], [3.1871, 5.6862, -1.6423], [3.6174, 0.8104, -3.7359]],
  "forces_ev_per_angstrom": [[1.0, -0.6, 0.3], [0.1, 0.1, 0.2], [-1.9, 0.5, 0.2], [0.0, 0.8, -0.8], [-0.8, 1.1, 0.3], [1.4, 0.5, 0.3], [0.9, 1.9, -4.1], [0.5, 1.5, 0.6], [0.0, -4.2, 0.9], [1.0, 2.3, -1.3], [-1.2, 0.6, -2.9], [0.6, 2.1, 2.1], [-1.3, -0.6, -1.6], [-1.0, -1.7, -0.2], [0.2, -0.8, 2.5], [0.6, 0.3, 2.1], [0.9, 0.5, 1.5], [-1.4, -0.7, 0.5], [1.9, 0.0, 1.1], [2.8, 1.4, 0.1], [0.5, 0.5, 1.5], [-1.2, 0.3, 1.1], [0.8, 0.6, -0.2], [2.3, -1.5, 0.2], [-1.3, -1.4, 1.8], [-1.7, -1.4, -1.2], [-0.5, 1.2, -0.1], [-0.2, 0.2, 0.0], [1.3, 0.6, 0.3], [-1.5, -0.6, -1.3], [-0.9, -0.4, -1.6], [1.7, 1.2, -2.1], [-1.7, -1.0, 0.8], [0.8, -0.2, -2.1], [1.7, 0.1, -1.2], [0.4, 0.7, 1.2], [-0.2, -1.5, 0.2], [1.0, 0.7, -0.5], [-0.9, -1.2, -0.5], [0.6, 0.3, 1.2], [0.2, 1.1, -0.7], [0.8, -0.3, -0.7], [-0.2, 0.0, 0.8], [-0.5, -0.8, -0.2], [-0.5, -0.2, -1.5], [-0.6, 0.1, 0.6], [-1.0, 0.3, 0.6], [1.3, -0.1, 0.5], [-0.7, 0.8, -0.6], [-1.1, -0.1, 1.5], [-0.8, -0.2, -1.3], [-0.8, -0.5, 1.4], [-0.6, -0.7, -1.3], [0.0, -1.0, 0.9], [-0.4, -0.5, -0.8], [-0.2, 0.0, 0.9], [-0.4, -0.1, 0.4]],
  "mulliken_charge": [0.0060, -0.7114, -0.3801, -0.4528, -0.9980, 0.2599, 0.1825, -0.0738, 0.8909, -0.5864, -0.4818, -0.4832, -0.7363, 0.2580, 0.1400, 0.3387, -0.1773, 0.5199, -0.4450, 0.4481, -0.3532, 0.5078, -1.4113, -0.2666, -1.0282, 1.1763, -1.1070, -0.4402, -0.4957, -0.8358, 0.2656, 0.5101, 0.2321, -0.4796, 0.3847, 0.2747, 0.2443, 0.3542, 0.2761, 0.5524, 0.1573, 0.0968, 0.3206, 0.2977, 0.3485, 0.2744, 0.6146, 0.3178, 0.5375, 0.3846, 0.3590, 0.2728, 0.3223, 0.3487, 0.2525, 0.2246, 0.9914]
}


Record 3
{
  "formula": "C25H44IN6O2",
  "method": "ωB97M-V with the def2-TZVPD basis set",
  "total_charge": -1,
  "molar_mass_da": 587.6,
  "fmax_ha_per_bohr": 0.0129,
  "e_tot_ha": -1755.754961,
  "species": ["C", "C", "C", "I", "C", "N", "C", "O", "O", "H", "H", "H", "H", "H", "H", "H", "H", "H", "C", "C", "C", "C", "N", "H", "H", "H", "H", "H", "H", "H", "C", "C", "C", "C", "N", "H", "H", "H", "H", "H", "H", "H", "C", "C", "C", "C", "N", "H", "H", "H", "H", "H", "H", "H", "C", "C", "C", "C", "N", "H", "H", "H", "H", "H", "H", "H", "C", "C", "C", "C", "N", "H", "H", "H", "H", "H", "H", "H"],
  "positions_angstrom": [[-2.2612, 2.1938, -2.9965], [-1.1651, 2.2445, -4.0631], [0.2332, 2.5257, -3.5199], [1.6089, 2.3540, -5.1827], [0.7220, 1.7246, -2.2972], [0.3306, 2.3895, -1.0547], [0.2085, 0.2383, -2.3324], [0.2859, -0.2918, -3.4538], [-0.2681, -0.2095, -1.2703], [-1.9546, 1.6152, -2.1193], [-2.5407, 3.2015, -2.6626], [-3.1576, 1.7116, -3.4054], [-1.1342, 1.2840, -4.5862], [-1.4050, 3.0232, -4.7980], [0.3359, 3.5940, -3.2955], [1.8176, 1.6949, -2.3416], [0.1801, 3.3838, -1.1571], [-0.4689, 1.9382, -0.6295], [1.0767, -2.0413, 0.8984], [0.4021, -2.6917, 2.0967], [0.3647, -1.7776, 3.3261], [1.7117, -1.4827, 3.8171], [2.7724, -1.2840, 4.2129], [2.1216, -1.8047, 1.1203], [1.0536, -2.7085, 0.0368], [0.5743, -1.1267, 0.5852], [0.9024, -3.6203, 2.3726], [-0.6262, -2.9535, 1.8403], [-0.1723, -2.2500, 4.1521], [-0.1368, -0.8362, 3.0916], [5.4544, -5.7131, 2.7546], [5.2454, -5.2914, 1.3066], [3.9277, -4.5397, 1.0965], [2.7590, -5.3497, 1.4370], [1.8315, -5.9715, 1.7143], [4.6697, -6.3984, 3.0790], [6.4142, -6.2147, 2.8799], [5.4369, -4.8470, 3.4188], [5.2668, -6.1640, 0.6506], [6.0545, -4.6329, 0.9863], [3.8137, -4.2152, 0.0609], [3.8946, -3.6412, 1.7186], [0.8082, -0.4359, 7.3150], [0.6273, -1.5345, 8.3515], [-0.3610, -1.1625, 9.4625], [0.0724, -0.0062, 10.2468], [0.4229, 0.9023, 10.8553], [1.2223, 0.4693, 7.7615], [1.4882, -0.7608, 6.5273], [-0.1463, -0.1743, 6.8525], [1.5874, -1.7926, 8.8022], [0.2517, -2.4405, 7.8720], [-0.5000, -1.9944, 10.1553], [-1.3386, -0.9273, 9.0353], [-1.3716, -0.0437, -7.1436], [-1.4479, 0.2708, -8.6328], [-0.5588, 1.4588, -9.0250], [-0.9296, 2.6722, -8.3005], [-1.1693, 3.6035, -7.6720], [-1.7222, 0.7987, -6.5475], [-1.9851, -0.9103, -6.8974], [-0.3489, -0.2541, -6.8266], [-2.4783, 0.4893, -8.9235], [-1.1270, -0.5914, -9.2214], [-0.6035, 1.6617, -10.0965], [0.4815, 1.2410, -8.7693], [-4.3727, 3.0772, 0.1373], [-4.6821, 4.5676, 0.0840], [-3.7117, 5.3442, -0.8168], [-2.3271, 5.2397, -0.3577], [-1.2411, 5.1585, 0.0060], [-3.3766, 2.8953, 0.5431], [-5.0937, 2.5545, 0.7660], [-4.4064, 2.6309, -0.8568], [-4.6478, 4.9968, 1.0877], [-5.6924, 4.7308, -0.2969], [-3.9729, 6.4029, -0.8568], [-3.7499, 4.9565, -1.8378]],
  "forces_ev_per_angstrom": [[-0.1, 0.0, 0.2], [0.0, -0.1, -0.2], [-0.1, 0.3, 0.0], [0.2, 0.0, -0.1], [-0.1, 0.0, 0.2], [0.3, 0.0, 0.0], [-0.1, 0.6, -0.2], [0.1, -0.4, -0.1], [-0.1, -0.1, 0.1], [-0.1, 0.0, -0.2], [0.1, -0.1, 0.0], [0.1, 0.1, 0.0], [0.0, 0.1, 0.2], [0.0, -0.2, 0.0], [0.0, -0.2, 0.0], [-0.1, -0.1, 0.0], [-0.1, -0.1, 0.1], [0.1, -0.1, -0.1], [0.1, -0.1, 0.1], [0.0, 0.0, -0.1], [0.0, 0.0, 0.0], [0.1, 0.1, 0.0], [0.0, -0.1, 0.0], [0.0, 0.0, 0.0], [0.0, 0.0, 0.0], [0.0, 0.0, -0.1], [0.0, 0.0, 0.0], [0.0, 0.0, 0.0], [-0.1, 0.0, 0.0], [0.1, 0.0, 0.0], [0.0, 0.0, 0.0], [0.0, 0.0, 0.0], [0.0, 0.1, 0.0], [-0.3, -0.2, 0.1], [0.3, 0.0, -0.1], [0.0, 0.0, 0.0], [0.0, 0.0, 0.0], [0.0, 0.0, 0.0], [0.0, 0.0, 0.0], [0.0, 0.0, 0.0], [0.0, 0.0, 0.0], [0.0, 0.0, 0.0], [0.0, 0.0, 0.0], [0.0, 0.0, 0.0], [0.0, -0.1, 0.0], [0.0, 0.1, 0.0], [0.0, 0.0, 0.0], [0.0, 0.0, 0.0], [0.0, 0.1, 0.0], [0.0, 0.0, 0.0], [0.0, 0.0, 0.0], [0.0, 0.0, 0.0], [0.0, 0.0, 0.0], [0.0, 0.0, 0.0], [0.0, 0.0, -0.1], [0.0, 0.0, 0.0], [0.0, -0.1, 0.1], [0.2, 0.2, 0.2], [-0.2, 0.0, -0.2], [0.0, 0.0, 0.0], [0.0, 0.0, 0.0], [0.0, 0.0, 0.0], [0.0, 0.0, 0.0], [0.0, 0.0, 0.0], [0.0, 0.0, 0.0], [0.0, 0.0, 0.0], [0.0, 0.0, 0.0], [0.1, 0.0, 0.0], [-0.1, -0.1, 0.0], [0.1, 0.0, 0.0], [-0.1, 0.1, 0.0], [0.0, 0.0, 0.0], [0.0, 0.0, 0.0], [0.0, 0.0, 0.0], [0.0, 0.0, 0.0], [0.0, 0.0, 0.0], [0.0, 0.0, 0.0], [0.0, 0.0, 0.0]],
  "mulliken_charge": [-0.9308, -0.1514, -0.8509, -0.0884, -0.2498, -0.5830, 0.4271, -0.6941, -0.7549, 0.2099, -0.0411, 0.3905, -0.1758, 0.5860, 0.7154, 0.4741, 0.2427, 0.3171, -1.0416, -0.2348, -0.4772, 0.3085, -0.5670, 0.2337, 0.3368, 0.3733, 0.0740, 0.3433, 0.3296, 0.3258, -1.1564, -0.5504, -0.1356, 0.2678, -0.5509, 0.3567, 0.3369, 0.3030, 0.3171, 0.3143, 0.3598, 0.1679, -0.9280, -0.3814, -0.4530, 0.2501, -0.4289, 0.3890, 0.0764, 0.3174, 0.2884, 0.2804, 0.2951, 0.2721, -0.7942, -0.5143, -0.3210, 0.2242, -0.4508, 0.1416, 0.3766, 0.2722, 0.2999, 0.3066, 0.3163, 0.2362, -1.0183, -0.4375, -0.3799, 0.2754, -0.4960, 0.3113, 0.3720, 0.2165, 0.2890, 0.3096, 0.3365, 0.2732]
}


Record 4
{
  "formula": "C11H18Cl2O5S",
  "method": "ωB97M-V with the def2-TZVPD basis set",
  "total_charge": 0,
  "molar_mass_da": 333.2,
  "fmax_ha_per_bohr": 0.0125,
  "e_tot_ha": -2124.712987,
  "species": ["C", "C", "Cl", "C", "Cl", "C", "O", "S", "O", "O", "C", "C", "C", "C", "C", "C", "C", "O", "O", "H", "H", "H", "H", "H", "H", "H", "H", "H", "H", "H", "H", "H", "H", "H", "H", "H", "H"],
  "positions_angstrom": [[-2.5725, -1.9355, -1.8081], [-2.2318, -1.1791, -0.5373], [-3.6472, -1.2510, 0.5934], [-1.0231, -1.7065, 0.2877], [0.1059, -2.6802, -0.7030], [-0.3576, -0.5625, 1.0875], [-0.1440, -0.9439, 2.4696], [0.7723, -2.2967, 2.7153], [0.2925, -2.8508, 3.9560], [2.1870, -1.5795, 3.1307], [2.5001, -0.4051, 2.3794], [2.2276, -0.4852, 0.8716], [0.8799, 0.1540, 0.5027], [0.7741, 0.4612, -1.0064], [1.2856, 1.8703, -1.3819], [0.1916, 2.7392, -2.0269], [-1.0700, 2.7135, -1.2094], [-2.1377, 2.3124, -1.5966], [-0.8875, 3.1698, 0.0539], [-1.9643, -1.5677, -2.6372], [-2.4570, -3.0109, -1.6869], [-3.6122, -1.7273, -2.0669], [-2.1237, -0.1145, -0.7369], [-1.4389, -2.3929, 1.0255], [-1.1425, 0.1968, 1.1673], [1.9220, 0.4308, 2.7838], [3.5486, -0.1725, 2.5716], [3.0030, 0.1175, 0.3846], [2.3257, -1.4942, 0.4672], [0.9028, 1.1243, 1.0148], [1.3960, -0.2683, -1.5310], [-0.2370, 0.3108, -1.3851], [1.6983, 2.3898, -0.5142], [2.1007, 1.7791, -2.1043], [-0.0631, 2.3334, -3.0076], [0.5507, 3.7642, -2.1464], [-1.5546, 2.7571, 0.6235]],
  "forces_ev_per_angstrom": [[-0.3, 0.3, 0.0], [0.0, -0.2, 0.1], [0.1, 0.1, 0.0], [-0.3, 0.2, 0.1], [0.1, 0.0, 0.0], [0.0, 0.0, -0.1], [0.3, -0.1, -0.2], [0.0, -0.2, 0.5], [0.1, 0.1, -0.3], [-0.4, 0.0, -0.2], [0.2, 0.4, -0.2], [0.0, 0.3, 0.0], [-0.1, 0.1, 0.1], [0.6, -0.1, 0.0], [-0.1, 0.0, -0.2], [0.2, -0.1, 0.0], [-0.3, 0.2, -0.1], [0.2, -0.2, 0.2], [0.4, -0.5, 0.2], [0.1, -0.2, 0.1], [0.1, 0.0, 0.0], [0.1, 0.0, 0.0], [0.0, -0.1, -0.1], [0.1, -0.1, -0.1], [0.0, -0.1, 0.1], [0.1, -0.1, 0.1], [0.0, -0.4, 0.0], [-0.1, -0.1, 0.0], [0.0, 0.0, 0.1], [-0.2, -0.1, 0.0], [-0.2, -0.1, 0.0], [0.0, 0.1, 0.0], [-0.1, -0.1, 0.0], [-0.1, 0.1, 0.1], [0.0, 0.2, 0.0], [-0.1, 0.0, 0.0], [-0.3, 0.4, -0.2]],
  "mulliken_charge": [-1.5032, 0.9860, -0.1889, -0.4838, -0.1659, -0.4907, -0.5629, 0.7222, -0.5795, -0.3572, -0.4282, -0.9850, 0.8169, -0.7567, -0.9828, -0.7115, 0.5339, -0.5848, -0.4787, 0.3206, 0.3603, 0.4504, -0.3518, 0.7864, 0.0884, 0.3103, 0.3801, 0.4650, 0.2993, 0.4875, 0.7521, -0.0246, 0.4062, 0.3890, 0.2952, 0.4111, 0.3750]
}